{"formula": "C38H36N6O4ReSSe2", "method": "the ωB97M-V functional and the def2-TZVPD basis", "symbols": ["Re", "Se", "Se", "S", "O", "O", "O", "O", "N", "N", "N", "N", "N", "N", "C", "C", "C", "C", "C", "C", "C", "C", "C", "C", "C", "C", "C", "C", "C", "C", "C", "C", "C", "C", "C", "C", "C", "C", "C", "C", "C", "C", "C", "C", "C", "C", "C", "C", "C", "C", "C", "C", "H", "H", "H", "H", "H", "H", "H", "H", "H", "H", "H", "H", "H", "H", "H", "H", "H", "H", "H", "H", "H", "H", "H", "H", "H", "H", "H", "H", "H", "H", "H", "H", "H", "H", "H", "H"], "coordinates": [[0.20190, 0.00130, 0.19770], [-2.53890, 0.26440, -0.69090], [-3.41840, -1.77780, -1.27990], [1.08970, 3.98850, 2.31530], [1.29670, -0.66930, -3.81320], [-5.24830, 0.49390, -0.39370], [-4.03460, 0.60070, -5.00270], [1.92180, -2.38610, 2.99950], [-1.08960, -0.74090, 1.68660], [0.09230, 1.83120, 1.33220], [1.14130, -1.68690, -0.42160], [-2.03120, -1.02600, 3.73630], [1.36930, -0.57690, 1.81430], [0.71930, 0.33820, -1.88630], [0.91590, 2.80590, 1.08880], [-1.90080, 1.36200, 2.72740], [-3.23290, 1.04600, -2.35970], [-0.11620, 3.35620, -1.65680], [-5.65390, 0.96360, -1.65750], [-1.48860, -3.06870, 0.87960], [0.34840, 1.29920, -2.94320], [0.08390, 4.68350, -1.32150], [-0.04950, 3.17420, 3.26530], [1.72570, -2.48250, 0.52530], [-2.13480, -2.20850, 3.06990], [1.61320, -1.38980, 3.98160], [2.21230, -3.00460, -2.12780], [1.06560, 5.42130, -1.96370], [-2.65840, -3.43180, 3.44590], [-1.13060, 1.36240, 5.67010], [-4.61800, 0.48980, -2.68060], [-0.11070, 0.80930, 4.99940], [1.16230, -0.72970, -2.50220], [-0.02170, 0.56730, 3.53250], [-2.59360, -4.46320, 2.52470], [2.42370, -3.63110, 0.17700], [0.95930, 0.66330, -4.21140], [-2.74180, 1.85770, 3.84460], [-1.54110, -2.01290, 1.79110], [1.49970, -1.88450, -1.71560], [-2.01700, -4.28350, 1.26440], [-0.42820, 1.88560, 2.68270], [0.67510, 2.73910, -2.62300], [-5.01720, 1.00370, -4.08050], [-2.38220, 1.84800, 5.13300], [-1.32930, -0.08090, 2.93700], [-4.54080, -1.03470, -2.72730], [1.65110, 3.48560, -3.26600], [1.84230, 4.81910, -2.93800], [1.67450, -1.84560, 1.81610], [2.61830, -3.92180, -1.16860], [1.32190, -0.09270, 3.17700], [-3.09250, -3.58100, 4.42050], [2.44840, -3.12520, -3.17170], [-5.70930, 2.05980, -1.66540], [2.26560, 3.05540, -4.04220], [-2.40170, 1.47980, 1.76410], [-5.52690, -1.48850, -2.62530], [-0.32900, 3.52510, 4.23440], [-0.53120, 5.14260, -0.56540], [-4.09200, -1.35450, -3.67040], [1.21370, 6.45810, -1.70920], [0.25720, 0.60820, -5.04570], [0.72780, -1.72970, 4.52840], [-6.00020, 0.59570, -4.34570], [-1.03770, -2.93450, -0.09210], [3.15550, -4.81110, -1.45380], [2.59610, 5.38800, -3.45910], [-2.37070, -0.83640, 4.66160], [2.10300, 0.66650, 3.31660], [-3.07260, 2.23630, 5.86560], [-1.97770, -5.11200, 0.57730], [-0.74620, 1.25970, -3.01260], [-5.89360, 0.75220, 0.27180], [-5.09620, 2.09900, -4.04940], [-2.57770, 0.77570, -3.19110], [1.87500, 1.15510, -4.55120], [-0.88940, 2.78350, -1.15390], [-1.02810, 1.45360, 6.74250], [0.75320, 0.49580, 5.56570], [-6.64180, 0.56850, -1.92250], [2.46010, -1.30200, 4.66450], [-2.99580, -5.42830, 2.78560], [-3.25160, 2.12940, -2.23060], [-4.31860, 0.83340, -5.89370], [-3.71740, 2.23260, 3.57690], [2.83440, -4.26500, 0.94540], [1.44090, 2.90420, 0.15650]], "forces_ev_per_a": [[-0.9, -0.1, 0.6], [1.1, 0.7, 0.2], [-0.2, -0.9, -0.4], [-0.8, -0.4, 0.6], [0.0, -0.6, 0.0], [-0.6, 0.1, 0.4], [0.2, 0.0, -0.3], [0.2, -0.4, -0.5], [0.1, 0.8, -0.2], [0.4, -0.1, -0.4], [-0.3, 0.7, 0.3], [0.4, 0.7, -0.2], [0.3, -0.1, -1.0], [0.4, -0.6, 0.4], [0.0, -0.2, -0.1], [-0.7, 0.2, -0.4], [0.3, 0.0, -0.3], [-0.1, 0.1, -0.1], [-0.1, 0.1, -0.4], [0.1, 0.3, 0.2], [-0.4, 0.2, -0.3], [0.0, -0.1, 0.0], [0.7, -0.6, -1.0], [0.3, -0.5, 0.3], [0.2, -0.6, -0.8], [-0.2, 0.3, 0.6], [-0.3, 0.3, 0.4], [0.0, 0.0, 0.0], [0.1, 0.1, 0.0], [0.5, -0.3, 0.1], [-0.1, 0.1, 0.1], [-0.1, 0.1, 0.2], [-0.1, 0.2, 0.4], [0.9, -0.5, 0.1], [0.0, -0.1, -0.2], [-0.2, 0.3, -0.1], [-0.1, 0.8, -0.2], [0.0, 0.1, 0.3], [-0.5, -1.1, 0.6], [0.2, -0.2, -0.6], [-0.1, -0.1, 0.2], [0.0, 1.0, 0.1], [-0.1, -0.1, 0.0], [-0.3, 0.2, 0.4], [-0.4, 0.2, -0.2], [-0.3, 0.0, -0.3], [0.2, -0.2, -0.1], [0.0, -0.1, 0.0], [0.1, 0.1, 0.0], [0.0, 0.3, -0.2], [0.0, 0.0, 0.0], [-0.1, 0.4, 0.4], [-0.1, 0.0, 0.1], [0.1, 0.0, -0.1], [0.0, 0.0, -0.1], [0.1, 0.0, 0.0], [0.0, 0.0, 0.1], [0.0, 0.0, 0.1], [-0.1, 0.2, 0.3], [-0.2, 0.1, 0.1], [-0.1, 0.0, 0.2], [0.0, 0.1, 0.0], [0.1, 0.0, 0.2], [0.1, 0.0, 0.0], [0.0, 0.0, 0.1], [0.0, 0.0, -0.1], [0.1, -0.1, 0.0], [0.1, 0.1, 0.0], [0.0, 0.0, 0.0], [0.0, -0.1, 0.1], [-0.2, 0.1, 0.0], [0.0, -0.1, -0.1], [0.3, -0.1, 0.0], [-0.1, 0.0, 0.0], [0.0, -0.1, 0.0], [0.0, 0.1, 0.2], [-0.1, -0.1, 0.1], [0.0, 0.0, -0.1], [0.1, 0.0, 0.1], [0.1, 0.1, 0.2], [0.0, 0.0, -0.1], [-0.1, 0.0, -0.1], [0.0, -0.1, 0.0], [0.0, 0.0, 0.0], [0.0, 0.0, 0.1], [-0.1, 0.1, 0.0], [0.1, 0.0, 0.1], [0.1, 0.0, -0.1]], "lumo_ha": [-0.2721, -0.2718], "homo_lumo_gap_ev": [3.707, 3.699], "de_lowest_ev": 5.966, "molar_mass_g_mol": 1016.9, "energy_ha": -7377.87529, "largest_force_ev_per_a": 1.37, "multiplicity": 2, "s_squared": 0.787, "total_charge": 2}